i) Molecular formula: C23H27N3O4
Method: DFT, the ωB97M-V functional and the def2-TZVPD basis

The geometry in XYZ format:
```
57
C23H27N3O4, DFT the ωB97M-V functional and the def2-TZVPD basis
C -3.64 -1.32 2.13
C 1.75 -4.85 1.37
C 2.40 -10.07 1.07
N -3.45 -2.64 1.70
H -4.59 -0.88 1.90
H -1.90 0.74 4.79
H 2.42 -10.87 1.80
O -4.39 -3.20 1.11
H 1.54 -0.84 1.65
H -0.38 -5.03 1.68
C 3.95 -2.87 0.36
H -0.11 -9.92 2.57
C -0.59 -7.90 1.83
C 2.96 -5.60 1.31
H 0.74 -3.01 1.53
N 1.48 -9.02 1.49
H 2.62 1.75 0.61
C 4.94 -1.94 0.13
H 3.41 -9.67 0.96
O -2.37 -3.23 1.91
C 4.82 1.77 0.72
H -0.35 -9.84 0.82
C 4.70 -0.60 0.46
H 7.49 1.24 0.42
H -1.18 1.33 3.29
H 4.76 2.42 -0.16
C -2.09 1.37 3.91
C 1.70 -3.44 1.29
C 2.47 -1.14 1.23
H 3.88 -7.52 1.25
H 6.93 0.77 -1.19
C 0.04 -9.30 1.68
H 5.88 -2.22 -0.30
C 0.54 -6.93 1.61
C -2.45 2.79 4.29
H 3.90 -5.09 1.35
H -1.02 -7.75 2.83
C 1.75 -7.65 1.45
H 3.26 1.51 2.24
H -1.65 3.28 4.86
O -1.58 -0.95 3.14
H 4.10 -3.87 -0.01
H 5.37 2.30 1.50
C 2.96 -6.97 1.31
C 2.72 -2.51 0.96
H -2.64 3.39 3.40
H 7.35 -0.47 0.01
C 3.45 -0.21 0.98
H -1.40 -7.72 1.10
O -3.10 0.74 3.17
H -3.36 2.80 4.89
C 6.90 0.52 -0.13
C 3.43 1.28 1.18
N 5.52 0.52 0.35
C -2.70 -0.53 2.83
H 2.08 -10.47 0.11
C 0.54 -5.56 1.56
```

=====

ii) Molecular formula: C23H27N3O4
Method: DFT, the ωB97M-V functional and the def2-TZVPD basis

The geometry in XYZ format:
```
57
Properties=species:S:1:pos:R:3
C -5.18 0.53 0.99
C -1.01 -0.99 2.62
N 2.09 -1.97 -2.04
O 6.81 0.89 -2.79
H 0.99 -1.13 -3.59
C 0.82 -1.59 -2.62
H 7.87 2.46 -3.41
C 0.60 -2.39 -0.12
C -5.95 1.82 0.83
H -6.11 3.53 2.15
C -3.68 0.94 0.90
H 1.97 -3.81 -1.03
C 5.63 -0.98 -2.03
H -3.46 1.46 -0.04
C 4.47 -1.70 -1.83
H 6.24 2.89 -2.83
C 4.38 0.77 -3.05
H -0.99 -1.06 3.71
H 6.58 -1.38 -1.72
H 0.34 0.40 -1.83
O -2.62 -1.16 0.28
H -3.13 2.79 2.00
C 3.21 0.06 -2.84
C 1.93 -2.73 -0.82
H -0.22 -2.98 -0.55
H -6.48 2.10 -0.06
C -5.32 0.32 2.50
H 2.76 -2.49 -0.14
C 0.31 -0.42 2.08
H -1.04 -0.72 -1.90
H 2.28 0.50 -3.16
C -2.43 1.02 2.96
C 5.60 0.27 -2.64
H 4.31 1.74 -3.53
H 0.25 -2.51 -2.78
H 1.13 -1.11 2.25
H -1.22 -1.98 2.19
C -2.76 -0.24 1.04
C -4.87 1.74 2.85
N -2.10 -0.12 2.25
C 3.23 -1.19 -2.22
C 0.13 -0.05 0.62
H -5.45 -0.29 0.33
C -5.76 2.54 1.93
C 0.03 -0.65 -1.70
N 0.30 -1.00 -0.31
H 6.45 2.12 -4.43
H 0.67 -2.64 0.93
H -6.35 0.13 2.80
C 6.83 2.16 -3.40
H 4.53 -2.68 -1.38
H -4.68 -0.47 2.90
O -0.22 1.09 0.31
C -3.47 1.77 2.17
O -1.96 1.30 4.03
H 0.52 0.51 2.62
H -4.85 2.03 3.90
```

Properties
structure (SMILES)	COc1ccc(N2CCN(C(=O)CCN3C(=O)[C@@H]4[C@H](C3=O)[C@H]3C=C[C@@H]4C3)CC2)cc1

=====

Most stable = ii)

=====

i) Molecular formula: C4H7N3O2
Method: DFT, the ωB97M-V functional and the def2-TZVPD basis

The geometry in XYZ format:
```
16
Properties=species:S:1:pos:R:3
C -0.79 0.52 0.33
H -2.21 -1.68 2.04
H 1.43 1.87 -0.04
C -1.49 -1.40 1.34
H 1.68 -1.83 0.25
O -0.22 -1.04 1.68
O -1.92 -0.17 0.51
N 0.13 -0.33 0.58
H 1.69 -1.39 -2.24
H -1.38 -2.02 0.43
N -0.63 1.76 0.22
C 1.04 -0.99 -0.42
C 0.51 2.22 -0.63
H 0.60 3.46 -0.80
H 0.42 1.72 -1.64
N 1.15 -0.70 -1.61
```

Properties
structure (SMILES)	[H]/N=C/N1OCO/C1=N/C

=====

ii) Molecular formula: C4H7N3O2
Method: DFT, the ωB97M-V functional and the def2-TZVPD basis

The geometry in XYZ format:
```
16
Properties=species:S:1:pos:R:3
C -0.33 0.07 1.40
N 0.71 -0.01 0.37
H 1.96 -1.24 -0.77
H -1.05 -0.74 1.29
N -0.64 1.85 -0.08
H 1.49 -1.85 0.92
H 1.04 1.33 -1.33
O -1.50 -0.61 -1.29
C 0.24 0.88 -0.70
H 0.10 0.06 2.45
H 0.37 -2.02 -0.37
H -1.70 1.88 1.69
C 1.17 -1.37 -0.02
C -0.96 1.40 1.08
N -0.56 0.06 -1.73
O -0.34 0.30 -2.90
```

Properties
structure (SMILES)	CN1CC=N[C@@H]1[N+](=O)[O-]

=====

Most stable = ii)

=====

i) Molecular formula: C4H7N3O2
Method: DFT, the ωB97M-V functional and the def2-TZVPD basis

The geometry in XYZ format:
```
16
C4H7N3O2, DFT the ωB97M-V functional and the def2-TZVPD basis
N -2.37 -1.22 0.00
C 1.27 -0.43 -0.14
H -3.08 -0.80 -0.76
H 2.83 -2.29 0.12
N 2.51 -0.63 -0.13
H 3.20 0.18 0.19
C 0.53 0.80 -0.11
O -1.74 1.72 -0.27
H 1.36 2.17 0.73
H -2.67 -0.55 0.77
H -0.01 -2.30 -0.22
C -0.82 0.67 -0.06
O 0.85 2.14 -0.22
N -1.11 -0.63 -0.04
C 0.10 -1.27 -0.35
H -0.87 2.44 0.50
```

=====

ii) Molecular formula: C4H7N3O2
Method: DFT, the ωB97M-V functional and the def2-TZVPD basis

The geometry in XYZ format:
```
16
C4H7N3O2, DFT the ωB97M-V functional and the def2-TZVPD basis
C -1.45 -0.30 0.08
H 3.17 0.43 1.60
N 1.90 1.56 0.57
H 3.80 0.85 -0.02
H -3.04 1.08 0.24
H -1.49 1.69 -0.41
H -2.61 0.93 -1.52
N -0.01 -2.28 -0.20
N 0.96 2.15 0.48
O 0.71 -2.82 -0.99
C 2.94 0.86 0.70
H -1.77 -0.82 0.98
H -0.01 -0.48 -1.40
O -0.47 -2.80 0.82
C -2.18 0.93 -0.41
C -0.45 -0.98 -0.51
```

=====

Most stable = ii)

=====

i) Molecular formula: CH3I2P
Method: DFT, the ωB97M-V functional and the def2-TZVPD basis

The geometry in XYZ format:
```
7
CH3I2P, DFT the ωB97M-V functional and the def2-TZVPD basis
I -0.17 0.23 -1.11
H 2.12 0.73 0.42
I -2.14 -2.99 -1.18
C 1.09 0.77 0.75
H 0.78 1.78 0.99
H 0.85 0.08 1.54
P -2.53 -0.59 -1.41
```

=====

ii) Molecular formula: CH3I2P
Method: DFT, the ωB97M-V functional and the def2-TZVPD basis

The geometry in XYZ format:
```
7
CH3I2P, DFT the ωB97M-V functional and the def2-TZVPD basis
I 0.68 2.22 -1.01
H 1.87 -0.46 -0.17
I -0.53 -0.84 -1.98
C 0.43 0.25 -0.38
P -0.35 0.12 1.33
H -1.67 0.04 0.64
H -0.42 -1.34 1.58
```

=====

Most stable = i)